Record 1
{
  "formula": "C46H47ClN4O4P2V",
  "method": "ωB97M-V/def2-TZVPD",
  "symbols": ["V", "C", "P", "C", "C", "C", "C", "C", "C", "C", "C", "C", "C", "C", "C", "C", "C", "C", "C", "C", "P", "C", "C", "C", "C", "C", "C", "C", "C", "C", "C", "C", "C", "N", "H", "H", "H", "H", "H", "H", "H", "H", "H", "H", "H", "H", "H", "H", "H", "H", "H", "H", "H", "H", "H", "H", "H", "H", "H", "H", "N", "C", "C", "C", "C", "C", "C", "C", "C", "C", "C", "C", "C", "H", "H", "H", "H", "H", "H", "H", "H", "H", "H", "O", "Cl", "O", "O", "O", "N", "C", "C", "N", "C", "C", "H", "H", "H", "H", "H", "H", "H", "H", "H", "H", "H"],
  "positions_angstrom": [[-0.23, -0.11, -0.17], [0.10, 3.29, -0.62], [1.63, 2.40, -0.17], [2.39, 2.49, 1.45], [3.62, 3.12, 1.62], [4.27, 3.05, 2.84], [3.71, 2.35, 3.90], [2.49, 1.71, 3.73], [1.83, 1.78, 2.52], [2.78, 3.13, -1.35], [3.32, 2.29, -2.32], [4.16, 2.81, -3.30], [4.44, 4.17, -3.32], [3.90, 5.01, -2.36], [3.07, 4.49, -1.37], [-1.22, 2.58, -0.67], [-2.48, 3.10, -0.49], [-3.40, 2.13, -0.97], [-2.65, 1.06, -1.39], [-3.01, -0.20, -2.13], [-1.43, -1.12, -2.30], [-1.84, -2.81, -2.82], [-1.31, -3.93, -2.18], [-1.66, -5.21, -2.60], [-2.53, -5.38, -3.67], [-3.04, -4.27, -4.33], [-2.70, -2.99, -3.91], [-0.62, -0.46, -3.79], [0.34, -1.25, -4.42], [1.05, -0.77, -5.51], [0.81, 0.52, -5.98], [-0.15, 1.31, -5.36], [-0.85, 0.83, -4.26], [-1.31, 1.32, -1.21], [0.36, 3.46, -1.67], [0.01, 4.28, -0.17], [4.10, 3.64, 0.80], [5.24, 3.52, 2.96], [4.24, 2.28, 4.84], [2.09, 1.08, 4.52], [0.94, 1.19, 2.36], [3.10, 1.23, -2.30], [4.58, 2.15, -4.05], [5.09, 4.57, -4.08], [4.12, 6.07, -2.37], [2.65, 5.15, -0.62], [-2.71, 4.09, -0.12], [-4.48, 2.22, -1.02], [-3.45, 0.02, -3.11], [-3.70, -0.84, -1.58], [-0.58, -3.81, -1.39], [-1.23, -6.06, -2.10], [-2.79, -6.37, -4.00], [-3.71, -4.40, -5.17], [-3.09, -2.13, -4.44], [0.53, -2.26, -4.06], [1.79, -1.39, -5.98], [1.36, 0.90, -6.82], [-0.34, 2.31, -5.72], [-1.58, 1.47, -3.77], [-2.42, -2.48, 0.78], [-1.83, -2.65, 2.04], [-2.62, -2.69, 3.18], [-2.03, -2.82, 4.44], [-0.64, -2.84, 4.56], [0.14, -2.81, 3.41], [-0.43, -2.76, 2.15], [0.44, -2.94, 0.95], [1.16, -4.15, 0.93], [2.07, -4.43, -0.07], [2.31, -3.49, -1.06], [1.62, -2.30, -1.04], [0.67, -1.99, -0.06], [-1.91, -2.96, 0.04], [-3.40, -2.74, 0.76], [-3.70, -2.68, 3.09], [-2.65, -2.94, 5.32], [-0.17, -2.92, 5.53], [1.23, -2.81, 3.47], [1.00, -4.86, 1.73], [2.62, -5.37, -0.05], [3.06, -3.68, -1.82], [1.85, -1.55, -1.80], [4.51, -1.39, 1.23], [3.15, -1.00, 1.83], [2.91, -1.53, 3.27], [1.40, 0.95, -0.57], [-0.58, 0.19, 1.38], [-2.44, 0.46, 4.34], [-1.02, 0.90, 4.48], [-0.93, 2.39, 4.18], [-1.48, 2.74, 2.88], [-2.87, 2.30, 2.78], [-3.03, 0.81, 3.01], [-2.99, 0.90, 5.08], [-2.48, -0.57, 4.46], [-0.45, 0.31, 3.77], [-0.70, 0.65, 5.49], [0.13, 2.66, 4.21], [-1.43, 2.97, 4.97], [-0.93, 2.20, 2.21], [-3.25, 2.53, 1.78], [-3.46, 2.88, 3.50], [-2.44, 0.26, 2.27], [-4.06, 0.46, 2.99]],
  "de_lowest_kcal_mol": 0.0,
  "multiplicity": 2,
  "gap_ev": [4.8, 4.8],
  "total_energy_ha": -4387.87029
}

***

Record 2
{
  "formula": "C23H18Cl3N3O2RhSi",
  "method": "ωB97M-V/def2-TZVPD",
  "symbols": ["Rh", "O", "C", "C", "C", "C", "C", "C", "C", "N", "C", "C", "N", "C", "C", "C", "C", "C", "C", "C", "O", "H", "H", "H", "H", "H", "H", "H", "H", "H", "H", "H", "H", "H", "H", "Cl", "Si", "Cl", "Cl", "N", "C", "C", "C", "C", "C", "C", "C", "H", "H", "H", "H"],
  "positions_angstrom": [[-0.48, 0.31, 0.27], [0.34, 0.64, -1.58], [1.40, 1.36, -1.75], [1.81, 1.63, -3.09], [2.94, 2.36, -3.38], [3.75, 2.88, -2.36], [3.38, 2.65, -1.06], [2.23, 1.91, -0.71], [1.96, 1.78, 0.70], [1.03, 1.05, 1.20], [0.75, 1.16, 2.65], [-0.13, -0.01, 3.05], [-1.18, -0.17, 2.03], [-2.25, -0.82, 2.37], [-3.29, -1.23, 1.47], [-4.29, -2.07, 2.00], [-5.32, -2.56, 1.23], [-5.37, -2.19, -0.12], [-4.43, -1.36, -0.67], [-3.34, -0.83, 0.09], [-2.52, -0.02, -0.46], [1.18, 1.24, -3.87], [3.20, 2.53, -4.42], [4.64, 3.45, -2.60], [3.98, 3.06, -0.25], [2.60, 2.35, 1.38], [0.21, 2.10, 2.80], [1.66, 1.18, 3.24], [-0.54, 0.12, 4.06], [0.47, -0.92, 3.03], [-2.36, -1.11, 3.41], [-4.22, -2.34, 3.05], [-6.07, -3.22, 1.66], [-6.17, -2.57, -0.75], [-4.47, -1.08, -1.71], [1.02, -4.73, -2.21], [0.84, -2.67, -2.06], [-1.12, -2.24, -1.89], [1.62, -1.94, -3.80], [4.92, -0.88, 3.62], [4.28, -1.17, 2.70], [3.48, -1.53, 1.57], [3.77, -0.98, 0.32], [2.98, -1.31, -0.77], [1.90, -2.18, -0.62], [1.64, -2.74, 0.64], [2.42, -2.42, 1.73], [4.58, -0.28, 0.21], [3.19, -0.86, -1.73], [0.80, -3.41, 0.77], [2.22, -2.85, 2.70]],
  "de_lowest_kcal_mol": 30.7,
  "multiplicity": 1,
  "charge": -1,
  "gap_ev": 5.9,
  "total_energy_ha": -2982.89082
}

***

Record 3
{
  "formula": "C6H11N4OS",
  "method": "ωB97M-V/def2-TZVPD",
  "symbols": ["C", "C", "C", "C", "C", "C", "N", "N", "N", "N", "O", "S", "H", "H", "H", "H", "H", "H", "H", "H", "H", "H", "H"],
  "positions_angstrom": [[-1.89, -0.36, 1.65], [-1.10, -1.37, 1.20], [0.06, 0.45, 1.16], [1.39, 1.16, 0.90], [2.27, -0.08, 0.49], [1.39, -1.41, 0.46], [-1.95, 0.96, -3.70], [0.13, -0.86, 0.92], [-1.17, 0.81, 1.67], [-0.10, -0.32, -2.34], [-1.99, 0.44, -1.05], [-1.41, 0.44, -2.42], [-2.91, -0.43, 1.89], [1.41, 1.86, 0.14], [1.80, 1.69, 1.72], [2.84, 0.24, -0.40], [3.03, -0.14, 1.30], [1.36, -1.86, -0.48], [1.78, -2.08, 1.19], [-2.50, 1.84, -3.61], [-1.68, 1.70, 1.69], [-1.27, -2.34, 0.89], [0.50, -0.34, -3.26]],
  "de_lowest_kcal_mol": 5.5,
  "multiplicity": 1,
  "charge": 1,
  "gap_ev": 10.2,
  "total_energy_ha": -927.34889
}

***

Record 4
{
  "formula": "C20H27N5O",
  "method": "ωB97M-V/def2-TZVPD",
  "symbols": ["C", "C", "C", "C", "N", "C", "O", "C", "C", "N", "C", "C", "N", "C", "C", "N", "C", "N", "C", "C", "C", "C", "C", "C", "C", "C", "H", "H", "H", "H", "H", "H", "H", "H", "H", "H", "H", "H", "H", "H", "H", "H", "H", "H", "H", "H", "H", "H", "H", "H", "H", "H", "H"],
  "positions_angstrom": [[2.88, -2.56, 2.73], [3.58, -3.16, 1.52], [3.94, -2.08, 0.49], [2.72, -1.53, -0.19], [2.21, -0.45, 0.40], [1.13, 0.06, -0.15], [0.50, 1.15, 0.34], [-0.55, 1.38, -0.51], [-1.52, 2.38, -0.46], [-1.52, 3.35, 0.47], [-2.61, 4.28, 0.63], [-3.88, 3.65, 1.25], [-3.82, 3.25, 2.63], [-3.58, 4.32, 3.57], [-3.01, 2.09, 2.91], [-2.46, 2.38, -1.42], [-2.42, 1.44, -2.35], [-1.56, 0.46, -2.49], [-0.61, 0.43, -1.54], [0.50, -0.45, -1.31], [1.04, -1.57, -1.93], [2.17, -2.13, -1.34], [2.84, -3.33, -1.97], [1.93, -4.05, -2.96], [1.31, -3.05, -3.93], [0.38, -2.12, -3.15], [2.00, -2.00, 2.42], [2.56, -3.34, 3.42], [3.54, -1.88, 3.26], [2.93, -3.90, 1.06], [4.49, -3.66, 1.84], [4.64, -2.49, -0.24], [4.43, -1.25, 1.01], [-0.86, 3.24, 1.23], [-2.26, 5.12, 1.23], [-2.88, 4.63, -0.37], [-4.68, 4.39, 1.16], [-4.15, 2.78, 0.65], [-3.82, 3.96, 4.57], [-4.24, 5.16, 3.34], [-2.54, 4.68, 3.57], [-3.17, 1.34, 2.14], [-1.93, 2.31, 2.97], [-3.32, 1.67, 3.87], [-3.20, 1.50, -3.10], [3.16, -4.03, -1.20], [3.74, -2.99, -2.49], [2.50, -4.80, -3.50], [1.13, -4.56, -2.41], [0.74, -3.57, -4.71], [2.10, -2.47, -4.41], [0.03, -1.29, -3.77], [-0.51, -2.67, -2.83]],
  "de_lowest_kcal_mol": 0.0,
  "multiplicity": 1,
  "gap_ev": 8.4,
  "total_energy_ha": -1127.37080
}